1.
ORCA calculation (ωB97M-V/def2-TZVPD) on the ion C6H15N2 with charge +1 in a non-equilibrium geometry.

Geometry (Å):
N 1.259724 0.429093 -0.590706
N -0.632684 -1.185282 0.434644
C 0.470291 -1.845200 -0.275175
C -1.476041 1.056801 1.270709
C 1.698059 -0.890085 -0.154866
C 1.709116 1.586533 0.062841
C -1.579258 0.332881 -1.404955
C -1.006281 0.193366 -0.042471
H 2.289045 -1.243311 -0.971695
H 1.845125 2.442156 -0.698632
H -2.533848 -0.160078 -1.504303
H 0.146567 -2.279760 -1.221949
H -1.547680 -1.691131 0.411963
H -1.827748 0.369049 2.041335
H -0.856100 -0.154497 -2.115342
H 2.136352 -0.840459 0.841129
H 2.760522 1.452924 0.396315
H -0.490055 1.328196 1.550171
H 1.149700 1.847114 0.930324
H -2.215277 1.808276 1.042605
H -1.705293 1.344300 -1.790391
H -0.350238 -1.211271 1.486061
H 0.756004 -2.689615 0.302399

Forces on the atoms, in the same order (eV/Å):
-2.9 -1.2 -0.6
-1.6 0.1 1.7
1.0 -0.1 0.5
0.7 -2.8 -2.8
-2.2 1.4 -1.0
2.7 1.3 -1.4
1.3 -1.2 -0.9
1.2 1.7 2.2
1.4 -0.3 0.0
-0.9 -1.0 1.3
-0.6 -0.3 0.0
0.2 0.9 -0.3
0.9 -0.2 -0.1
-0.3 0.0 -0.1
-0.8 0.4 0.5
0.3 -0.7 0.1
-0.4 -0.1 0.2
0.6 1.4 0.9
-0.5 0.6 0.7
0.3 0.4 0.0
0.2 0.1 0.6
-0.7 0.6 -2.1
0.0 -1.0 0.6

Summary:
- Total charge: +1
- Kohn-Sham gap (alpha / beta): 8.57 / 9.11 eV
- E_HOMO (alpha / beta): -0.4537 / -0.4726 Ha
- Energy above the lowest of the compared OMol25 structures with the same formula, charge and spin: 119.6 kcal/mol


2.
ORCA calculation (ωB97M-V/def2-TZVPD) on a cluster of 2 separate species, C5H11N in total in a non-equilibrium geometry.

Geometry (Å):
N 0.069752 1.453121 1.369050
C 2.333028 1.770534 0.702029
C -1.354535 -0.843962 -1.096253
C 1.435928 1.269849 1.578088
C -1.894395 -0.943865 0.110068
C -0.459852 -1.772377 -1.820929
H -0.989541 -2.602636 -2.286810
H 2.021921 2.018012 -0.303993
H -0.326872 1.359871 0.463483
H -2.663537 -0.232781 0.410842
H -1.562556 -1.511430 0.975866
H 0.342907 -2.153928 -1.173031
H -1.608016 0.017158 -1.704631
H -0.444118 1.257612 2.212724
H 3.387739 1.666424 0.924554
H 1.721122 0.538763 2.328999
H -0.008975 -1.290367 -2.690055

Forces on the atoms, in the same order (eV/Å):
0.8 -0.2 1.9
0.1 -1.3 0.9
-0.5 0.1 -0.3
0.2 0.5 -2.2
-0.1 0.9 0.8
1.1 -0.3 -0.1
-0.2 -0.2 0.4
0.0 0.8 0.2
-0.4 -0.1 -0.3
0.2 0.2 -0.2
0.0 -0.8 -0.6
-0.2 -0.1 -0.3
-0.7 0.0 0.0
-0.7 -0.2 -0.7
0.0 -0.2 -0.3
0.1 0.8 0.7
0.2 0.2 0.2

Summary:
- SMILES: C=CC.C=CN
- Kohn-Sham gap: 9.09 eV
- E_HOMO: -0.2952 Ha
- Energy above the lowest of the compared OMol25 structures with the same formula, charge and spin: 52.4 kcal/mol


3.
ORCA calculation (ωB97M-V/def2-TZVPD) on a structure of composition C40H61BrCaClN3O6PS2Si in a non-equilibrium geometry.

Geometry (Å):
Br 2.016713 0.977246 -0.374534
Ca -1.465232 -1.546057 1.131943
Cl -4.532213 3.471101 0.002968
S -2.805388 -5.360816 -0.154361
S -0.464725 -3.075742 -0.957793
P -2.262486 -3.880605 -1.294304
Si 2.126820 3.218318 -0.518997
O -4.773063 -1.091880 3.612357
O -3.263036 -2.644449 -1.213566
O -2.975325 -1.898178 2.587022
O -2.381979 -4.248491 -2.858703
O -6.785638 2.464052 1.918825
O -6.349047 0.914571 3.433597
N -3.117888 -0.017332 0.643039
N 0.479412 0.789932 2.971017
N -3.468741 1.005993 -0.219842
C -4.666872 -2.802571 -1.521385
C 1.206725 -2.988660 3.468187
C -0.383340 3.762400 -1.770503
C 3.091211 -4.253330 -0.186916
C 2.917167 5.053933 -2.589959
C -1.866494 0.937730 -4.095329
C -0.577622 -4.748716 3.211165
C -1.235069 -5.021880 -4.787358
C 0.346070 3.914364 -0.427090
C -1.207330 0.315613 -3.041615
C 2.987997 -2.766789 1.847411
C -1.623381 -5.345304 -3.363609
C -3.931031 -1.059034 2.707922
C 2.417633 3.655602 2.291466
C 2.348123 -2.319621 3.006602
C -3.059316 1.601895 -3.829791
C 2.842367 -1.093664 3.734712
C -4.022758 0.038448 1.644674
C 2.988683 3.569054 -2.201813
C -1.713818 0.370382 -1.756954
C 2.483649 -3.864550 1.141569
C -5.447378 -1.780080 -0.738590
C -3.597417 1.641075 -2.553270
C 1.376284 -4.558126 1.629948
C 0.894820 -5.826020 0.967958
C 0.345119 5.413907 -0.078295
C -4.576888 1.717330 0.246856
C -4.929855 1.080165 1.479596
C 0.509464 -2.518335 4.721068
C -0.065910 -0.056094 2.395257
C -2.923259 1.021941 -1.489761
C -0.508350 3.176215 0.618198
C 3.222233 3.723284 0.983747
C 4.239115 -2.071314 1.359998
C 4.424419 2.787311 1.196163
C -6.091898 1.538119 2.285781
C 4.467125 3.157718 -2.150930
C 3.761690 5.154460 0.830118
C 2.364163 2.747366 -3.341810
C 0.707211 -4.088764 2.765912
H 4.865644 -2.743501 0.775254
H 4.104738 1.771101 1.417966
H -5.742495 0.125993 3.544337
H 4.589903 2.117247 -1.845220
H 4.988712 3.154879 2.061571
H -0.733312 -5.499477 -2.746157
H 1.892107 5.405741 -2.692405
H 0.679215 -6.587137 1.720877
H -5.083437 -0.768603 -0.919221
H 4.020762 -1.199323 0.734127
H -3.602443 2.083912 -4.635361
H 4.445662 5.266758 -0.011122
H 3.423592 5.707203 -1.879625
H -0.566034 2.108251 0.422481
H -1.463650 0.899043 -5.099108
H 3.403842 5.187194 -3.564257
H 2.009859 -0.482016 4.074291
H -5.389942 -1.978386 0.331500
H -4.768739 -2.668050 -2.600236
H -1.141883 -0.088148 -0.964636
H 2.966982 5.893349 0.713134
H 3.434449 -0.450159 3.087665
H 0.054510 -3.351449 5.256528
H 4.318225 5.415738 1.738297
H -1.076097 -5.251980 2.385775
H 0.722145 5.616281 0.922771
H 4.840635 -1.717646 2.196257
H -0.024651 -5.666228 0.401077
H -2.231708 -6.250519 -3.294052
H -0.690658 5.768844 -0.110802
H -6.496829 -1.820191 -1.041311
H 1.601745 4.373855 2.331855
H -2.118839 -4.788378 -5.382451
H 3.102565 3.895566 3.114989
H -1.289370 -4.020586 3.603002
H 2.003904 2.665293 2.484473
H 5.108729 2.748564 0.349757
H 0.028136 4.407904 -2.548617
H 1.642610 -6.240659 0.294661
H 2.395895 1.678007 -3.130387
H 1.203665 -2.024606 5.398491
H 2.944726 2.928997 -4.254818
H -0.405600 -5.485527 4.004310
H 3.895612 -4.992007 -0.091261
H -1.527893 3.573960 0.570440
H 5.060653 3.778423 -1.481378
H -1.431670 4.045453 -1.629242
H 1.330787 3.009621 -3.551313
H -4.963728 -3.821998 -1.261822
H -0.283305 -1.798736 4.498577
H -0.151772 3.281510 1.639139
H 4.891920 3.260345 -3.156969
H -0.723357 -5.869979 -5.248131
H -0.279032 -0.218725 -3.205870
H 2.334971 -4.668935 -0.849905
H -4.541988 2.131329 -2.372639
H -0.384041 2.736649 -2.132677
H 3.459726 -1.356294 4.602119
H 3.508570 -3.386403 -0.697034
H -0.573092 -4.157120 -4.814780
H 0.918900 6.022634 -0.780908

Forces on the atoms, in the same order (eV/Å):
-0.1 -0.1 -0.1
0.6 -0.5 -0.6
0.1 0.4 0.1
-0.1 -0.3 0.0
0.2 -0.2 -0.3
0.4 0.2 0.2
0.0 0.1 0.2
-0.2 0.1 0.1
-0.2 0.2 -0.1
-0.9 0.3 0.4
-0.1 0.0 -0.2
-0.1 0.0 0.0
-0.1 0.1 0.0
-0.6 0.3 0.5
0.0 0.2 0.1
0.3 0.0 0.0
0.2 -0.1 0.0
0.0 0.1 0.0
-0.1 0.0 0.0
0.0 0.0 -0.1
0.0 0.0 -0.1
0.0 0.0 0.1
0.0 0.0 0.1
0.0 0.0 -0.1
0.0 0.0 0.0
0.1 0.0 0.0
0.0 0.1 0.0
0.0 0.0 0.1
0.3 -0.1 -0.2
0.1 0.0 0.0
0.0 0.0 0.0
-0.1 0.0 0.0
0.1 0.0 0.1
0.4 -0.3 0.0
0.1 0.0 -0.1
0.0 0.0 0.0
0.0 0.0 0.0
-0.2 0.0 0.0
0.1 0.0 -0.1
0.0 -0.1 0.0
0.0 0.0 0.0
-0.1 0.0 0.0
-0.1 -0.6 -0.3
-0.4 0.4 0.2
0.0 0.0 0.1
0.2 0.4 0.1
-0.1 0.0 -0.1
0.0 0.1 0.0
0.0 0.0 0.0
0.1 0.0 0.0
0.0 0.0 0.0
0.3 -0.1 -0.2
0.0 0.0 -0.1
0.0 0.1 0.1
0.0 0.0 0.0
0.0 0.1 0.0
0.0 0.0 0.0
0.0 0.0 0.0
0.1 -0.2 0.1
0.0 0.0 0.0
0.0 0.0 0.0
0.0 0.0 0.0
-0.1 0.0 0.0
0.0 0.0 0.0
0.0 -0.1 0.0
-0.1 0.0 0.0
0.0 0.0 0.0
0.0 -0.1 0.0
0.0 0.0 0.1
0.0 -0.1 0.0
0.0 0.0 0.0
0.0 0.0 0.0
0.1 -0.1 0.0
0.0 0.0 0.0
-0.1 0.0 0.0
0.0 0.0 0.0
0.0 0.0 0.0
0.0 0.0 0.0
0.0 0.0 0.0
0.0 0.0 0.0
0.0 0.0 0.0
0.0 0.0 0.1
0.0 0.0 0.0
0.0 0.0 0.0
0.0 0.0 0.0
0.0 0.0 0.0
0.0 0.0 0.0
0.0 0.0 0.0
0.0 0.0 0.0
0.0 0.0 0.0
0.0 0.0 0.0
-0.1 -0.1 0.0
0.0 0.0 0.0
0.0 0.0 0.0
0.0 0.0 0.0
0.0 0.0 0.0
0.0 0.0 0.0
0.0 0.0 0.0
0.0 0.0 0.0
0.0 0.0 0.0
0.0 0.0 0.0
0.0 0.1 0.0
0.0 0.0 0.0
0.0 0.0 0.0
0.0 0.0 0.0
0.0 0.0 0.0
0.1 0.0 0.0
0.0 0.0 0.0
0.0 0.0 0.0
0.0 0.0 0.0
0.0 0.0 0.0
0.0 0.0 0.0
0.0 -0.1 0.0
0.0 0.0 0.0
0.0 0.0 0.0
0.0 0.0 0.0
0.0 0.0 0.0

Summary:
- Total charge: -2
- Kohn-Sham gap (alpha / beta): 4.14 / 7.16 eV
- Multiplicity: 2
- E_HOMO (alpha / beta): -0.0136 / -0.1244 Ha
- Energy above the lowest of the compared OMol25 structures with the same formula, charge and spin: 3.9 kcal/mol


4.
ORCA calculation (ωB97M-V/def2-TZVPD) on a cluster of 2 separate species, C5H8ClNO2 in total in a non-equilibrium geometry.

Geometry (Å):
Cl -2.247850 -0.759455 0.241308
O 1.723779 -0.764299 -0.032998
O -1.586770 1.455153 -1.323394
N 0.402880 2.360594 -0.542623
C 0.328363 -0.753498 -0.330757
C -0.379664 0.439525 1.833876
C -0.582731 -0.283193 0.527366
C -0.577336 1.662426 -0.807650
C 0.152090 -1.435245 -1.610208
H 1.097562 2.138925 0.118662
H -0.805623 -1.761770 -2.022402
H -0.052396 -0.376677 2.680752
H 0.293841 1.259247 1.836828
H 0.890178 -2.337297 -1.410340
H 0.669245 -0.827359 -2.372988
H 1.974708 -0.890880 0.974694
H -1.300271 0.873805 2.239868

Forces on the atoms, in the same order (eV/Å):
0.2 -0.1 0.2
-0.4 0.3 2.4
-1.3 -0.7 -0.7
-0.7 -0.2 -0.4
1.3 -0.3 1.8
-0.1 -2.9 2.4
-0.5 -0.3 0.6
1.4 2.7 -0.4
2.4 -2.0 -0.7
0.7 -0.5 0.5
0.1 0.3 0.7
-0.6 2.0 -1.9
1.0 0.4 -0.2
-1.7 1.3 -1.0
-0.2 -0.2 0.1
-1.4 0.6 -3.0
-0.1 -0.4 -0.4

Summary:
- SMILES: C/C(O)=C(/C)Cl.N=C=O
- Kohn-Sham gap: 9.41 eV
- E_HOMO: -0.3320 Ha
- Energy above the lowest of the compared OMol25 structures with the same formula, charge and spin: 45.6 kcal/mol